1.
Computed, not measured: the molecule C20H24N4O3, with ωB97M-V with the def2-TZVPD basis set.

```
! RIJCOSX wB97M-V def2-TZVPD def2/J DEFGRID3
* xyz 0 1
O 2.684 0.903 -1.901
O 2.642 2.770 1.755
O -1.499 -4.358 -1.067
N 2.248 0.074 0.946
N 0.117 -0.671 1.409
N -1.262 0.386 2.995
N -1.531 0.965 -2.277
C 1.092 0.211 1.631
C 1.885 0.125 -1.408
C -1.642 -3.031 -1.365
C -0.507 -0.934 -1.625
C -0.463 -2.295 -1.354
C 1.377 4.867 1.486
C -2.867 -2.426 -1.668
C -0.292 1.266 3.229
C 0.472 0.118 -1.740
C -2.927 -1.083 -1.982
C -1.004 -0.558 2.102
C 0.933 1.234 2.601
C -2.073 -1.566 1.836
C 1.787 3.514 0.911
C -1.751 -0.354 -1.966
C -2.644 -5.171 -1.029
C -0.209 1.248 -2.171
C 2.324 -0.759 -0.236
C 0.298 2.610 -2.467
C 2.028 2.218 2.908
H 1.635 3.010 3.560
H 3.361 -1.073 -0.375
H 2.846 1.715 3.436
H -3.359 -4.828 -0.274
H -2.649 -1.257 0.966
H -0.250 3.362 -1.897
H -3.140 -5.219 -2.005
H -2.735 -1.632 2.694
H 2.883 0.862 0.982
H 0.176 2.831 -3.528
H -0.520 2.027 3.967
H -3.868 -0.619 -2.240
H 1.356 2.666 -2.229
H -3.778 -3.002 -1.673
H 0.453 -2.822 -1.145
H -2.289 -6.165 -0.761
H 0.704 4.748 2.332
H 2.259 5.413 1.812
H -1.623 -2.530 1.618
H 0.891 2.925 0.666
H -2.243 1.626 -2.541
H 2.370 3.658 -0.002
H 0.868 5.446 0.721
H 1.666 -1.608 -0.080
*
```

The HOMO energy is -7.97 eV. Its SMILES is CCOCc1cnc(C)nc1NCC(=O)c1c(C)[nH]c2ccc(OC)cc12.

These are the Mulliken partial charges, in e, on atoms 1 to 8: -0.69 -0.50 -0.45 -0.14 -0.39 -0.69 0.09 0.50

2.
Computed, not measured: a structure of composition C20H24N4O5PRhS3, with ωB97M-V with the def2-TZVPD basis set.

```
! RIJCOSX wB97M-V def2-TZVPD def2/J DEFGRID3
* xyz 0 1
Rh 0.010 0.074 -0.459
S -0.803 4.228 0.163
S -1.398 -1.391 -1.836
S 1.236 1.590 0.843
P 1.034 3.580 0.395
O 1.810 -1.000 -1.019
O 3.398 -2.239 0.169
O 0.771 -3.502 0.830
O 0.302 -1.276 1.225
O -1.766 1.225 -0.206
N -2.176 0.346 1.889
N -3.495 2.010 0.974
N -2.078 -2.960 0.279
N -3.762 -2.310 -0.942
C 1.665 4.874 -1.992
C 4.275 3.897 -2.052
C 3.130 5.855 3.806
C 0.957 -2.315 0.821
C 2.537 5.269 -3.004
C 3.838 4.784 -3.032
C 2.670 6.514 2.669
C 3.413 3.504 -1.039
C 2.045 5.799 1.658
C -3.202 -3.679 0.882
C -2.433 1.199 0.856
C 2.106 3.997 -1.009
C -4.378 2.071 2.121
C -4.398 -3.160 0.064
C 2.956 4.485 3.933
C -4.531 -1.670 -1.993
C 1.876 4.418 1.779
C -2.435 -2.241 -0.778
C 2.328 3.762 2.921
C 2.332 -1.766 -0.147
H 0.645 5.241 -1.955
H 2.801 7.586 2.572
H -2.484 0.592 2.814
H 2.195 2.692 3.016
H 2.200 5.962 -3.768
H -4.736 1.074 2.384
H -5.238 2.681 1.865
H -1.115 -3.212 0.490
H -5.437 -1.235 -1.570
H 5.290 3.517 -2.076
H -1.300 -0.152 1.837
H -3.930 -0.887 -2.446
H -3.068 -4.752 0.780
H -3.584 2.688 0.238
H 4.514 5.093 -3.821
H -4.963 -3.962 -0.411
H 3.743 2.812 -0.271
H -4.814 -2.388 -2.766
H 3.311 3.973 4.821
H -5.086 -2.571 0.669
H -3.292 -3.441 1.938
H 3.625 6.414 4.593
H -3.894 2.514 2.995
H 1.678 6.307 0.772
*
```

The HOMO energy (alpha / beta) is -7.47 / -7.50 eV.

These are the Mulliken partial charges, in e, on atoms 1 to 8: 0.60 -0.47 -0.46 -0.20 1.03 -0.61 -0.58 -0.66

3.
Computed, not measured: a structure of composition C20H24N4O6S, with ωB97M-V with the def2-TZVPD basis set.

```
! RIJCOSX wB97M-V def2-TZVPD def2/J DEFGRID3
* xyz 0 1
S 1.828 0.203 -0.596
O -4.007 2.013 2.316
O 3.184 0.346 -0.651
O 1.237 -1.183 -1.319
O -2.356 -0.850 1.395
O 0.525 -3.420 2.458
O -1.286 -2.423 3.052
N -0.214 -3.635 0.075
N -0.401 -2.736 2.159
N 0.784 1.407 -1.356
N -1.690 1.518 2.874
C -2.864 1.278 2.101
C 2.002 -0.522 2.113
C 0.474 3.892 -1.283
C 0.056 0.876 1.377
C 0.007 3.758 -2.739
C -0.444 -3.491 -1.158
C -1.985 -1.600 0.463
C -0.609 0.878 2.735
C 0.350 0.253 3.595
C -1.988 -1.496 -0.902
C 2.984 -1.532 1.595
C -0.900 -2.667 0.895
C -0.442 2.162 -3.045
C 0.317 1.171 -2.736
C 1.186 -0.027 1.051
C -2.843 0.259 0.822
C 1.574 2.626 -1.036
C 0.461 -4.302 -2.044
C 1.273 -0.446 3.303
C -1.239 -2.281 -1.676
H -0.450 4.581 -2.937
H 0.828 -5.123 -1.356
H -0.167 -4.642 -2.810
H 1.788 2.599 0.123
H 1.351 1.307 -3.370
H 3.495 -0.930 1.046
H 2.744 -2.485 1.700
H 1.154 -3.910 -2.494
H 1.057 4.786 -1.316
H -2.750 -0.892 -1.452
H 2.031 -0.909 4.215
H -1.919 1.813 3.615
H 0.264 0.278 -2.599
H 2.388 2.782 -1.545
H -1.574 -2.452 -2.942
H 0.879 3.945 -3.478
H -4.238 0.197 0.806
H -0.540 1.306 0.689
H -0.836 2.218 -3.831
H -2.539 0.782 -0.108
H -1.271 2.217 -2.417
H -0.323 3.867 -0.563
H 3.811 -1.498 2.596
H -0.156 0.139 4.594
*
```

The HOMO energy is -8.47 eV.

These are the Mulliken partial charges, in e, on atoms 1 to 8: 0.71 -0.64 -0.70 -0.71 -0.22 -0.63 -0.67 -0.43

4.
Computed, not measured: a structure of composition C20H24NO13P2V, with ωB97M-V with the def2-TZVPD basis set.

```
! RIJCOSX wB97M-V def2-TZVPD def2/J DEFGRID3
* xyz -2 3
V 1.546 0.386 -0.817
P 2.203 1.679 -3.504
P 3.357 2.761 -1.085
O 1.994 2.252 -0.566
O 3.444 -0.035 -0.698
O 3.477 2.192 -2.589
O 1.872 0.069 6.239
O 5.095 -0.644 0.696
O 1.716 0.378 -2.865
O 3.040 4.337 -1.329
O -0.244 0.944 -0.930
O 1.091 -1.326 -0.721
O 4.068 0.019 5.715
O 1.096 2.822 -3.234
O 2.557 1.690 -4.929
O 4.591 2.632 -0.301
N 1.762 0.230 1.280
C -3.093 -1.903 -1.679
C 1.158 0.305 3.576
C 3.046 0.089 1.636
C 3.445 0.071 2.962
C -3.220 -2.526 0.624
C -1.129 1.974 -0.655
C -1.840 -2.606 0.697
C 0.374 -2.239 -0.285
C -2.002 2.227 -1.886
C 2.855 0.123 5.470
C 0.835 0.328 2.235
C -5.362 -2.027 -0.595
C -2.017 1.662 0.559
C -1.704 -1.952 -1.654
C -3.863 -2.154 -0.554
C -1.183 -2.980 2.003
C -0.932 -1.734 -2.923
C 2.489 0.181 3.963
C 3.993 -0.193 0.474
C -1.077 -2.270 -0.436
H -2.244 0.591 0.564
H -1.590 -1.856 -3.785
H -0.571 -2.163 2.393
H -0.187 0.406 1.889
H -3.808 -2.741 1.511
H -0.562 2.894 -0.434
H -5.709 -1.327 0.167
H -1.937 -3.224 2.750
H 4.489 -0.055 3.208
H -1.527 1.921 1.498
H 0.923 2.901 -2.283
H -5.696 -1.662 -1.565
H 0.402 0.371 4.347
H -3.585 -1.652 -2.613
H -2.611 1.339 -2.083
H -1.376 2.417 -2.758
H 0.870 -3.004 0.317
H -0.531 -3.848 1.888
H -0.498 -0.735 -2.950
H -2.961 2.212 0.510
H -5.848 -2.987 -0.404
H -0.103 -2.437 -3.013
H -2.667 3.081 -1.727
H 3.886 4.795 -1.315
*
```

The HOMO energy (alpha / beta) is -3.02 / -3.34 eV.

These are the Mulliken partial charges, in e, on atoms 1 to 8: 1.16 0.84 0.80 -0.35 -0.82 -0.25 -0.75 -0.75

What are the max |F| values for these records? In order: 0.82, 6.12, 17.63, 4.28 eV Å⁻¹.